Formula: CH2ClFO
Source: OMol25
Level of theory: the ωB97M-V functional and the def2-TZVPD basis

Each line ends with the Löwdin charge.
Atoms and positions in Å:
1 C 1.69465 0.22723 0.79409  -0.45
2 O -1.49840 0.05658 -0.46903  -0.03
3 F 1.14255 -0.95991 0.33753  -0.15
4 Cl 1.64522 1.39450 -0.42299  0.66
5 H -0.74271 -0.36618 -0.04074  -0.01
6 H -2.24131 -0.35222 -0.19886  -0.03

Force components x, y, z for each atom (eV/Å):
C -0.39 -1.72 0.24
O 4.17 2.27 -1.42
F 0.78 2.06 0.18
Cl -0.20 -0.30 -0.35
H -0.50 -0.07 -0.17
H -3.85 -2.25 1.52

max |F| = 0.09631 hartree/bohr
relative energy (zero: lowest compared OMol25 entry of this formula, charge and spin) = 63.8 kcal/mol
LUMO energy = -1.02 eV
HOMO-LUMO gap = 9.6 eV
calculated total energy = -674.48756 Ha

Formula: C2ClF3O3S
Source: OMol25
Level of theory: the ωB97M-V functional and the def2-TZVPD basis

Each line ends with the Löwdin charge.
Atoms and positions in Å:
1 C 0.69608 -0.74867 -0.55645  -0.80
2 C 0.96440 0.61566 0.07900  -0.61
3 O -3.07931 0.38880 -0.24561  -0.36
4 O -1.24007 -0.94143 0.36313  -0.42
5 O 0.28233 -0.91514 -1.66214  0.11
6 F 0.82119 0.57986 1.44909  0.07
7 F 2.04527 1.26309 -0.29029  0.21
8 F -0.08703 1.47600 -0.17328  0.03
9 S -2.06104 0.19357 0.73010  0.98
10 Cl 1.65818 -1.91173 0.30645  0.79

Force components x, y, z for each atom (eV/Å):
C 1.79 -0.29 -2.32
C -2.84 2.40 2.16
O -0.73 0.89 0.27
O -0.49 0.14 1.58
O 0.32 0.44 1.17
F 1.60 -0.63 -0.76
F 0.23 -0.93 0.14
F 0.43 -0.06 -1.43
S -0.25 -1.36 -1.02
Cl -0.07 -0.59 0.20

max |F| = 0.08360 hartree/bohr
relative energy (zero: lowest compared OMol25 entry of this formula, charge and spin) = 18.4 kcal/mol
LUMO energy = -1.60 eV
HOMO-LUMO gap = 10.1 eV
calculated total energy = -1459.87603 Ha

Formula: C23H30BrEuN4O13
Source: OMol25
Level of theory: the ωB97M-V functional and the def2-TZVPD basis

Each line ends with the Mulliken spin population.
Atoms and positions in Å:
1 Eu -0.19395 1.03021 0.34632  6.03
2 C -2.86017 -1.33091 0.43332  0.00
3 C -2.66445 -0.76752 1.81875  0.00
4 O -1.26915 -0.52907 2.04729  0.00
5 C -0.57979 -1.52945 2.79537  0.00
6 C 0.70788 -0.88506 3.26877  0.00
7 O 1.33073 -0.15479 2.20450  0.00
8 C 2.41635 -0.82774 1.56756  0.01
9 C 1.90051 -1.96018 0.71025  0.00
10 O 0.80913 -1.46164 -0.08236  0.00
11 C 0.99189 -1.65936 -1.48924  0.00
12 C 2.01059 -0.67015 -2.00750  0.00
13 O 1.64383 0.64737 -1.57416  0.00
14 C 1.34521 1.55880 -2.64894  0.00
15 C -0.02361 1.25503 -3.21426  0.00
16 O -0.90907 1.15177 -2.09603  -0.01
17 C -2.28201 0.88098 -2.41350  0.00
18 C -2.66177 -0.44851 -1.80422  0.00
19 O -2.17773 -0.44383 -0.45999  0.00
20 H -3.92608 -1.35537 0.20389  0.00
21 H -2.45007 -2.33910 0.33369  0.00
22 H -3.07755 -1.43302 2.57610  0.00
23 H -3.15398 0.20386 1.88544  0.00
24 H -0.41038 -2.41039 2.17433  0.00
25 H -1.17216 -1.82111 3.66424  0.00
26 H 1.39141 -1.63137 3.67587  0.00
27 H 0.48346 -0.15941 4.04635  0.00
28 H 3.13009 -1.18933 2.30900  0.00
29 H 2.90734 -0.07476 0.94768  0.00
30 H 1.53369 -2.78441 1.32060  0.00
31 H 2.70223 -2.34269 0.07885  0.00
32 H 0.01846 -1.48441 -1.94553  0.00
33 H 1.29775 -2.68557 -1.69860  0.00
34 H 2.06260 -0.72224 -3.09519  0.00
35 H 3.00460 -0.88500 -1.61366  0.00
36 H 2.10589 1.50328 -3.42738  0.00
37 H 1.36316 2.54653 -2.19972  0.00
38 H -0.03055 0.31558 -3.77665  0.00
39 H -0.33970 2.06120 -3.87812  0.00
40 H -2.43510 0.86373 -3.49176  0.00
41 H -2.88384 1.67526 -1.97709  0.00
42 H -2.22260 -1.28629 -2.35393  0.00
43 H -3.74709 -0.55710 -1.81938  0.00
44 Br -0.98572 2.30481 3.22571  0.00
45 C 0.62542 3.21802 2.78193  0.00
46 C 0.94488 4.39406 3.42495  0.00
47 C 2.13482 5.00665 3.05152  0.00
48 C 2.92229 4.41170 2.07628  0.00
49 C 2.48706 3.23890 1.48845  0.00
50 N 1.33649 2.63805 1.82677  0.00
51 H 0.29592 4.80618 4.18417  0.00
52 H 2.43462 5.93582 3.51809  0.00
53 H 3.85635 4.85779 1.76275  0.00
54 H 3.05954 2.77022 0.69773  0.00
55 O -3.51921 8.22515 0.62452  0.00
56 N -2.38027 8.19176 0.21601  0.00
57 O -1.68902 9.13649 -0.09390  0.00
58 C -1.76560 6.85159 0.08113  0.00
59 C -2.51830 5.74228 0.37713  0.00
60 C -1.94118 4.48424 0.24485  0.00
61 C -0.56897 4.31219 -0.22403  -0.01
62 O -0.03812 3.17537 -0.33248  0.00
63 C 0.14239 5.53791 -0.49117  0.00
64 C -0.43317 6.76760 -0.33227  0.00
65 N 1.56209 5.52556 -0.88332  0.00
66 O 2.20822 6.51527 -0.62197  0.00
67 O 2.02302 4.51825 -1.39373  0.00
68 N -2.71842 3.37556 0.59593  0.00
69 O -3.84735 3.52758 1.05768  0.00
70 O -2.24684 2.18688 0.43262  -0.01
71 H -3.54000 5.83964 0.71224  0.00
72 H 0.13404 7.66617 -0.52706  0.00

Force components x, y, z for each atom (eV/Å):
Eu 0.23 -0.24 0.03
C 0.11 -0.06 0.11
C -0.09 0.01 -0.14
O -0.23 0.10 -0.18
C 0.21 -0.02 0.04
C -0.12 -0.01 0.01
O -0.09 -0.06 -0.18
C -0.04 0.02 -0.07
C 0.02 0.05 0.10
O -0.02 0.14 -0.07
C 0.02 0.06 -0.04
C -0.02 -0.09 0.09
O -0.16 0.08 0.18
C -0.12 0.16 0.02
C 0.17 -0.05 0.05
O -0.08 -0.17 0.07
C -0.02 -0.08 0.09
C 0.08 0.05 -0.16
O 0.07 0.10 0.06
H -0.03 -0.01 -0.05
H 0.01 -0.02 -0.02
H 0.03 -0.01 0.04
H -0.04 0.00 0.04
H -0.03 -0.01 -0.04
H -0.05 0.00 0.01
H 0.01 -0.01 0.00
H 0.03 0.04 0.03
H 0.04 0.01 0.02
H 0.03 0.02 0.01
H -0.02 -0.06 -0.02
H 0.01 -0.03 -0.02
H -0.02 -0.01 0.01
H -0.01 -0.04 0.00
H 0.03 0.03 -0.02
H 0.04 0.03 -0.02
H 0.06 -0.03 0.02
H 0.01 0.08 -0.03
H -0.06 -0.02 0.00
H -0.01 0.03 -0.01
H 0.02 0.02 -0.03
H -0.01 0.06 -0.02
H 0.01 -0.03 0.03
H -0.03 -0.02 0.03
Br 0.12 0.28 0.28
C -0.02 -0.13 -0.06
C 0.14 0.08 0.03
C -0.11 -0.05 0.02
C 0.07 0.04 -0.01
C -0.01 -0.07 -0.09
N 0.01 0.14 0.12
H 0.02 0.00 -0.01
H 0.02 -0.02 0.00
H -0.03 -0.02 -0.01
H -0.01 0.01 -0.02
O 0.08 0.10 -0.04
N 0.06 -0.15 -0.02
O -0.14 -0.06 0.07
C -0.09 -0.07 0.02
C 0.12 0.48 -0.02
C 1.29 0.28 -0.46
C -0.51 0.30 0.20
O 0.40 -0.32 -0.25
C -0.27 -0.32 0.03
C -0.37 -0.05 0.06
N 0.17 -0.18 0.31
O -0.10 -0.03 -0.07
O -0.19 0.09 -0.10
N -1.36 -1.20 0.58
O 1.82 -0.44 -0.76
O -1.02 1.14 0.22
H -0.03 0.09 0.01
H 0.00 0.06 0.01

max |F| = 0.03931 hartree/bohr
spin multiplicity = 7
LUMO energy (spin up / spin down) = -7.49 / -6.71 eV
net charge = +2
HOMO-LUMO gap (spin up / spin down) = 6.9 / 7.7 eV
calculated total energy = -5375.18747 Ha

Formula: C23H31AgBrN9O3
Source: OMol25
Level of theory: the ωB97M-V functional and the def2-TZVPD basis

Each line ends with the Löwdin charge.
Atoms and positions in Å:
1 Ag 2.63932 -0.15788 -1.14764  0.76
2 Br -6.37360 2.25476 2.61290  0.70
3 C -5.00290 1.16122 3.34632  -0.71
4 C -4.51757 0.08882 2.60866  -0.14
5 C -3.50468 -0.69429 3.13671  -0.03
6 C -2.99514 -0.43203 4.40951  -0.30
7 C -3.53673 0.60698 5.15153  -0.04
8 C -4.52172 1.42660 4.61323  -0.13
9 N -2.12329 -1.38121 5.04295  0.06
10 N -1.01539 -1.67832 4.55696  0.06
11 C -0.42828 -0.92694 3.51471  -0.26
12 C -0.46695 0.45793 3.43999  -0.04
13 C 0.21756 1.17153 2.46912  -0.02
14 C 0.96595 0.53202 1.44635  -0.41
15 O 1.56464 1.16342 0.53307  -0.12
16 C 1.00612 -0.93990 1.52215  -0.15
17 N 1.66068 -1.59658 0.53225  0.05
18 C 1.72864 -2.90493 0.55454  -0.14
19 C 1.17873 -3.67529 1.59395  -0.06
20 C 0.49294 -3.04413 2.58927  -0.01
21 C 0.36283 -1.63529 2.56930  -0.11
22 H -4.94053 -0.14771 1.64173  0.10
23 H -3.12523 -1.54272 2.57809  0.12
24 H -3.17848 0.77737 6.16012  0.12
25 H -4.92909 2.24620 5.19014  0.10
26 H -1.01060 0.99962 4.20536  0.11
27 H 0.20860 2.25490 2.47121  0.10
28 H 2.22793 -3.38027 -0.28315  0.11
29 H 1.28771 -4.75188 1.58282  0.10
30 H 0.02981 -3.59842 3.39517  0.11
31 N 1.59320 1.63004 -2.63375  0.04
32 C 0.41677 0.77998 -2.84476  -0.32
33 C -0.30908 1.09452 -4.16643  -0.15
34 C -1.50105 0.23162 -4.60767  -0.16
35 C -2.70929 0.11071 -3.65311  -0.17
36 N -2.88662 1.20106 -2.70511  0.04
37 C -2.70759 1.04470 -1.36033  -0.56
38 N -2.15286 -0.02564 -0.91094  0.11
39 N -3.05692 2.13077 -0.59734  0.15
40 C 0.85023 -0.69563 -2.78270  -0.57
41 O 0.02074 -1.55250 -2.21171  0.10
42 O 1.89090 -1.08247 -3.29438  0.03
43 H 1.32004 2.48814 -2.17404  0.09
44 H 2.05528 1.85692 -3.50595  0.08
45 H -0.24422 0.96591 -2.00311  0.12
46 H 0.44518 1.03781 -4.95824  0.12
47 H -0.62801 2.13833 -4.10875  0.11
48 H -1.15102 -0.77880 -4.83603  0.11
49 H -1.85589 0.64641 -5.55257  0.10
50 H -2.64221 -0.80195 -3.07293  0.10
51 H -3.61754 0.02448 -4.24944  0.11
52 H -3.33809 2.04106 -3.01956  0.13
53 H -0.65614 -1.08685 -1.65371  0.07
54 H -2.03424 -0.00038 0.09641  0.05
55 H -3.77063 2.75562 -0.93231  0.09
56 H -3.04272 2.00917 0.40134  0.09
57 N 4.63893 -0.00097 0.48469  -0.02
58 C 5.90533 -0.34438 -0.15579  -0.28
59 C 5.97760 0.25699 -1.55389  -0.28
60 N 4.86225 -0.20967 -2.38030  -0.03
61 H 4.58608 0.98390 0.71867  0.08
62 H 4.48482 -0.52055 1.33854  0.08
63 H 5.95455 -1.43372 -0.23991  0.11
64 H 6.78695 -0.02506 0.40781  0.10
65 H 6.95914 0.03381 -1.98205  0.10
66 H 5.89886 1.34406 -1.47288  0.11
67 H 4.95536 -1.19248 -2.60900  0.08
68 H 4.80061 0.29148 -3.25607  0.07

Force components x, y, z for each atom (eV/Å):
Ag 0.71 0.20 0.74
Br 0.04 -0.02 -0.01
C 0.00 -0.05 -0.12
C 0.07 0.02 0.04
C 0.01 -0.09 0.01
C -0.22 -0.10 0.02
C 0.02 0.10 0.09
C 0.05 -0.03 0.11
N 0.04 0.01 -0.10
N -0.01 0.18 -0.06
C -0.04 -0.01 0.03
C 0.07 0.02 0.06
C 0.01 -0.09 -0.09
C -0.07 -0.03 0.04
O -0.09 0.03 0.00
C -0.05 0.03 -0.06
N -0.07 0.13 -0.02
C 0.04 0.00 0.03
C 0.03 -0.06 -0.07
C -0.07 0.04 0.05
C -0.01 -0.07 -0.01
H 0.02 0.04 -0.04
H -0.01 0.06 0.00
H -0.01 0.00 -0.03
H 0.03 -0.01 -0.01
H 0.06 0.04 -0.09
H -0.03 -0.03 0.00
H 0.01 -0.01 0.02
H 0.00 0.01 -0.01
H 0.01 0.00 -0.01
N -0.14 -0.12 -0.17
C -0.10 -0.09 -0.01
C -0.07 -0.04 0.03
C 0.12 -0.01 0.14
C 0.08 0.10 0.10
N -0.11 0.03 -0.18
C 0.31 -0.17 -0.06
N 0.35 -0.29 0.14
N -0.08 0.18 0.04
C 0.25 0.19 -0.44
O -0.37 0.01 0.27
O -0.53 0.03 -0.27
H 0.08 -0.01 0.07
H -0.02 -0.05 -0.02
H -0.08 -0.08 0.07
H -0.03 0.01 -0.04
H 0.05 0.02 0.04
H -0.04 -0.01 0.01
H 0.08 0.04 -0.07
H 0.08 -0.05 0.15
H -0.04 0.01 -0.06
H 0.00 0.00 -0.01
H -0.19 0.05 -0.33
H -0.10 0.05 0.07
H -0.03 -0.05 0.00
H 0.01 -0.05 0.03
N 0.16 0.06 0.01
C -0.17 -0.02 -0.03
C -0.16 0.01 0.01
N 0.06 -0.07 0.05
H -0.01 0.00 0.00
H -0.04 -0.05 -0.04
H 0.00 0.00 0.03
H 0.07 0.02 0.02
H 0.05 -0.02 -0.03
H 0.00 0.02 -0.02
H 0.02 -0.01 0.00
H -0.02 0.03 0.02

max |F| = 0.02032 hartree/bohr
relative energy (zero: lowest compared OMol25 entry of this formula, charge and spin) = 6.0 kcal/mol
LUMO energy = 0.41 eV
HOMO-LUMO gap = 6.9 eV
calculated total energy = -4334.56614 Ha

Formula: C11H14BN7SSr
Source: OMol25
Level of theory: the ωB97M-V functional and the def2-TZVPD basis

Each line ends with the Löwdin charge.
Atoms and positions in Å:
1 H -0.05368 3.07389 0.87201  0.10
2 N 0.18420 1.70482 -0.73151  0.00
3 B 0.58919 0.61461 -2.97387  -0.48
4 N 0.61659 1.86540 -2.03182  -0.05
5 C 0.96229 3.15237 -2.26347  -0.08
6 Sr -1.19240 -0.76145 0.08146  1.33
7 H 1.32503 3.46052 -3.23273  0.11
8 C 0.73512 3.87955 -1.08096  -0.07
9 H 0.88972 4.93026 -0.92194  0.08
10 C 0.24786 2.92149 -0.16059  -0.16
11 H 0.89871 0.96074 -4.06947  0.11
12 C -1.43870 -3.06339 -0.49136  -0.04
13 H -2.17759 -2.58637 0.19966  -0.02
14 H -0.49936 -3.39075 -0.01357  0.03
15 H -1.76032 -3.47753 -1.48032  0.06
16 N -0.82891 -0.00458 -2.94805  0.03
17 N 1.63893 -0.41412 -2.43367  -0.04
18 N -1.53954 -0.44731 -1.85859  -0.35
19 N 1.36769 -1.05671 -1.23662  0.01
20 C -1.64118 -0.15933 -3.99013  -0.05
21 C 2.80883 -0.85186 -2.94836  -0.08
22 H -1.29739 0.15649 -4.92882  0.11
23 H 3.18090 -0.45161 -3.88585  0.12
24 C -2.85903 -0.71954 -3.60672  -0.04
25 C 3.31969 -1.83123 -2.09109  -0.07
26 C -2.77060 -0.89395 -2.23791  -0.16
27 C 2.38308 -1.92071 -1.03658  -0.15
28 H -3.68728 -0.96184 -4.21260  0.09
29 H 4.22689 -2.40488 -2.20976  0.09
30 H -3.46049 -1.34993 -1.53550  0.11
31 H 2.39742 -2.55518 -0.15467  0.10
32 H -2.35514 1.33160 0.69737  0.12
33 S 0.44026 0.80271 4.82300  0.49
34 C -0.11793 0.37356 3.38492  -1.07
35 N -0.53285 0.07436 2.31322  -0.18

Force components x, y, z for each atom (eV/Å):
H 0.11 -0.19 -0.24
N -0.10 0.74 -0.41
B 1.30 0.68 1.31
N -0.55 -0.27 0.84
C -0.47 0.05 1.13
Sr 3.68 2.44 7.71
H -0.01 -0.01 0.09
C 0.01 -1.01 -0.63
H 0.05 0.06 0.01
C 0.27 -0.31 -0.95
H -0.19 -0.11 -0.32
C -0.73 -2.27 -0.17
H 0.04 -2.04 -0.89
H -0.54 0.15 -0.44
H 0.37 0.51 1.27
N -2.81 -0.99 0.39
N -0.58 -0.69 1.03
N -0.55 1.30 -6.47
N 0.50 -0.43 -0.72
C -0.31 -0.20 0.23
C -0.30 -0.47 0.62
H 0.20 0.22 -1.20
H -0.06 -0.13 0.26
C 0.32 0.16 0.10
C -0.34 0.32 -0.03
C 1.99 0.90 -0.88
C -0.37 0.91 -0.86
H -0.57 -0.13 -0.65
H -0.08 0.15 0.00
H 0.03 0.22 -0.08
H 0.03 0.20 -0.21
H -0.14 0.29 0.14
S 0.17 0.09 0.43
C -0.49 -0.18 -1.15
N 0.13 0.07 0.72

max |F| = 0.17273 hartree/bohr
LUMO energy (spin up / spin down) = -2.04 / -2.18 eV
HOMO-LUMO gap (spin up / spin down) = 5.4 / 5.3 eV
calculated total energy = -1264.47838 Ha

Number 3 is which compound?
C23H30BrEuN4O13

The highest max |F| belongs to which entry?
C11H14BN7SSr